## 1
# C3H6FN

2 unconnected molecules or ions with the total composition C3H6FN (wB97M-V/def2-TZVPD, OMol25).

The geometry in ORCA input format:
```
! wB97M-V def2-TZVPD RIJCOSX def2/J DEFGRID3
* xyz 0 1
C -0.18 -0.92 0.98
H -0.78 -0.22 1.63
H 1.87 1.74 0.98
H -0.06 -1.88 1.44
N 1.52 1.77 0.08
C 0.84 -0.53 0.00
H 0.46 2.04 0.05
C -0.50 -0.90 -0.53
F 1.93 -1.15 -0.19
H -1.10 -0.12 -0.94
H -0.79 -1.73 -1.18
*
```

highest occupied orbital energy (spin up / spin down)	-8.69 / -9.72	eV
frontier orbital gap (spin up / spin down)	8.781 / 9.903	eV

---

## 2
# C3H6FN

C3H6FN in the gas phase (wB97M-V/def2-TZVPD, OMol25).

The geometry in ORCA input format:
```
! wB97M-V def2-TZVPD RIJCOSX def2/J DEFGRID3
* xyz 0 1
H -0.60 -2.15 -0.88
C 0.06 -0.91 0.41
H 1.48 2.15 -0.69
H -0.53 1.32 0.47
C 0.30 0.61 0.14
F 1.13 -1.63 -0.03
H 2.07 0.44 -1.12
C 1.30 1.06 -0.58
N -1.11 -1.49 -0.19
H -0.08 -1.15 1.53
H -1.50 -0.82 -0.79
*
```

highest occupied orbital energy	-10.04	eV
frontier orbital gap	11.178	eV
SMILES string	C=C[C@@H](N)F

---

Stability, highest: 2

---

## 1
# C4H13N4O

2 unconnected molecules or ions with the total composition C4H13N4O (wB97M-V/def2-TZVPD, OMol25).

The geometry in ORCA input format:
```
! wB97M-V def2-TZVPD RIJCOSX def2/J DEFGRID3
* xyz 1 1
H 0.59 -0.66 1.31
C -1.38 -1.25 -2.21
H -1.03 1.70 2.27
N 0.52 -1.57 0.88
N -0.20 -3.04 -0.70
C 0.45 2.05 0.93
H -0.39 0.13 -0.90
C -0.49 2.55 1.98
O 0.96 0.92 0.95
H 0.58 3.82 -0.11
H 0.21 -3.88 -0.28
H -1.04 3.33 1.64
N 0.91 2.89 -0.09
H 1.21 -2.17 1.11
H -2.41 -0.85 -2.25
N -0.59 -0.78 -1.12
H -1.69 -2.30 -2.14
H -1.00 -1.01 -3.21
C 0.02 -1.72 -0.40
H -0.61 -3.19 -1.67
H 0.23 2.88 2.77
H 1.56 2.64 -0.72
*
```

highest occupied orbital energy	-13.93	eV
frontier orbital gap	11.312	eV

---

## 2
# C4H13N4O

2 unconnected molecules or ions with the total composition C4H13N4O (wB97M-V/def2-TZVPD, OMol25).

The geometry in ORCA input format:
```
! wB97M-V def2-TZVPD RIJCOSX def2/J DEFGRID3
* xyz 1 1
H -0.72 -0.49 2.31
N -0.11 -0.92 1.63
N 0.49 3.19 0.69
C 1.96 2.86 -1.21
N -1.77 -1.95 0.44
H -3.29 -2.70 -0.76
O 1.13 1.10 0.15
C 1.18 2.31 -0.07
H 0.00 2.88 1.51
H 1.38 -1.82 0.00
H 2.94 2.40 -1.25
H -1.95 -3.81 -0.56
H 2.06 3.95 -1.24
H 0.85 -0.59 1.70
H 0.63 4.19 0.63
H 0.28 -2.35 -1.14
C -0.49 -1.65 0.61
N 0.47 -2.23 -0.15
C -2.20 -2.77 -0.71
H 1.45 2.63 -2.14
H -2.43 -1.92 1.20
H -1.87 -2.31 -1.64
*
```

highest occupied orbital energy	-13.22	eV
frontier orbital gap	10.565	eV

---

## 3
# C4H13N4O

2 unconnected molecules or ions with the total composition C4H13N4O (wB97M-V/def2-TZVPD, OMol25).

The geometry in ORCA input format:
```
! wB97M-V def2-TZVPD RIJCOSX def2/J DEFGRID3
* xyz 1 1
C 1.98 -1.41 0.44
O -1.29 0.63 -0.05
C 1.56 -0.39 -1.80
H 1.79 -0.74 -2.83
H 0.36 -0.93 1.70
H 1.42 0.65 -1.56
H 3.35 -2.75 0.95
N -3.51 1.02 0.18
H 0.46 -0.64 -1.74
H 2.65 -1.99 -1.38
N 1.06 -0.63 1.02
N 2.46 -2.39 1.26
H -1.19 3.24 -0.62
N 2.26 -1.25 -0.82
H -3.74 0.11 0.54
H 0.59 0.12 0.50
C -2.23 1.41 -0.03
H 2.18 -2.61 2.19
H -2.84 3.30 -0.82
H -2.23 3.28 0.90
C -2.10 2.90 -0.14
H -4.29 1.65 0.24
*
```

highest occupied orbital energy	-13.35	eV
frontier orbital gap	10.737	eV

---

Stability, highest: 2

---

## 1
# H3N4O2

A gas-phase ion, H3N4O2 (charge -1) (wB97M-V/def2-TZVPD, OMol25).

The geometry in ORCA input format:
```
! wB97M-V def2-TZVPD RIJCOSX def2/J DEFGRID3
* xyz -1 1
N -0.36 -0.17 0.02
N -1.51 -0.71 0.18
H -0.52 -1.75 1.38
O -1.45 -1.78 1.09
N 0.88 1.58 -0.81
N -0.43 1.13 -0.53
H 1.18 1.23 -1.73
H 1.50 1.13 -0.12
O 0.72 -0.66 0.52
*
```

highest occupied orbital energy	-2.57	eV
frontier orbital gap	7.273	eV
SMILES string	N[N-][N+](=O)[N-]O

---

## 2
# H3N4O2

2 unconnected molecules or ions with the total composition H3N4O2 (wB97M-V/def2-TZVPD, OMol25).

The geometry in ORCA input format:
```
! wB97M-V def2-TZVPD RIJCOSX def2/J DEFGRID3
* xyz -1 1
H -0.10 -0.52 1.67
O -2.11 1.04 -0.51
H -0.59 0.04 0.31
O -3.93 0.90 0.79
N -3.20 -0.83 -0.46
N -3.02 0.38 0.07
N 0.31 -0.13 0.79
H 0.55 0.87 1.03
N -2.96 -1.96 -0.36
*
```

highest occupied orbital energy (spin up / spin down)	-2.53 / -2.50	eV
frontier orbital gap (spin up / spin down)	7.149 / 7.119	eV

---

Stability, highest: 1

---

## 1
# C3H3N2OS

A gas-phase ion, C3H3N2OS (charge +1) (wB97M-V/def2-TZVPD, OMol25).

The geometry in ORCA input format:
```
! wB97M-V def2-TZVPD RIJCOSX def2/J DEFGRID3
* xyz 1 1
H -1.73 0.21 1.49
C -1.61 -0.50 0.61
H 1.69 -0.98 -0.65
N 1.09 0.83 -0.05
S -2.76 -0.71 -0.64
N 1.56 1.85 -0.23
O 1.89 2.94 -0.32
C -0.35 -1.09 0.19
H -0.55 -2.12 -0.20
C 0.77 -0.43 -0.20
*
```

highest occupied orbital energy	-13.41	eV
frontier orbital gap	7.007	eV
SMILES string	O=[N+]=N/C=C\C=S

---

## 2
# C3H3N2OS

A gas-phase ion, C3H3N2OS (charge +1) (wB97M-V/def2-TZVPD, OMol25).

The geometry in ORCA input format:
```
! wB97M-V def2-TZVPD RIJCOSX def2/J DEFGRID3
* xyz 1 1
C 0.24 0.93 -1.72
C -0.58 0.87 0.45
C -0.49 -0.50 0.77
H -0.49 1.69 1.16
S 0.92 0.53 -3.04
H -0.57 -0.88 1.80
H -1.19 -1.32 0.21
O 1.50 -1.79 0.80
N -0.25 1.38 -0.68
N 0.91 -0.92 0.24
*
```

highest occupied orbital energy (spin up / spin down)	-14.29 / -14.29	eV
frontier orbital gap (spin up / spin down)	7.128 / 7.129	eV

---

Stability, highest: 2